[1]
Formula: C16H20N2O5
Source: the OMol25 dataset
Level of theory: ωB97M-V/def2-TZVPD

Element x y z (Å)
N1 -1.107338 0.684170 -1.297565
H1 -3.924074 -1.004607 -0.809207
O1 -2.215523 -1.680747 0.937722
H2 -4.084783 0.655990 -1.383581
H3 0.046906 -2.911386 0.117803
H4 0.588785 1.776354 0.456123
H5 -3.955203 0.533147 1.104514
C1 -3.053767 0.498561 0.483145
C2 -3.408050 -0.050032 -0.899350
C3 0.720755 -0.806521 -1.749324
C4 0.169314 0.292143 -1.055966
H6 -3.251652 2.657791 0.328186
H7 3.003717 3.164594 0.217205
C5 3.085236 1.256000 1.181643
H8 4.111635 3.076012 1.615701
H9 4.550423 2.322985 0.075253
C6 2.013489 -1.201888 -1.527837
H10 -1.769009 -1.259648 -1.594038
H11 -0.818997 2.699197 -0.847737
N2 4.153933 -0.909013 -0.405960
C7 -2.074491 -0.391877 1.246111
C8 -1.631480 1.979031 -0.935980
C9 -2.130242 -0.241406 -1.735265
C10 3.726449 2.548381 0.747983
H12 -2.269650 2.302693 -1.766456
H13 2.446881 -2.029511 -2.068352
O2 3.094783 0.834572 2.306824
H14 0.559573 -3.432635 1.728088
H15 -1.920891 -3.571496 1.546432
H16 0.134153 -1.324177 -2.490839
C11 2.808162 -0.519879 -0.606887
C12 0.990536 0.969301 -0.134374
C13 -1.416529 -2.612023 1.677888
C14 -2.462022 1.907415 0.355321
H17 -1.838156 2.095993 1.230058
O3 4.534348 -1.953864 -0.901218
H18 0.509248 -1.712366 1.337294
H19 -1.431450 -2.322760 2.733259
H20 -2.352569 -0.092566 -2.800563
O4 -1.306824 0.025263 2.071775
C15 0.018429 -2.669007 1.177552
C16 2.288549 0.571660 0.097994
O5 4.867386 -0.153841 0.236646

Cartesian forces, eV/Å:
-0.19 0.00 0.09
-0.04 0.04 -0.08
-0.21 -0.10 -0.28
-0.04 -0.01 -0.01
0.02 -0.06 -0.07
-0.10 0.10 0.10
0.07 -0.03 -0.01
0.06 0.00 0.03
0.04 -0.05 0.12
-0.12 0.11 0.06
0.58 -0.10 -0.08
-0.04 0.02 0.00
-0.05 0.07 -0.06
-0.08 0.53 -0.12
0.01 0.05 0.05
0.01 -0.01 -0.12
0.38 0.04 0.25
-0.01 0.08 -0.04
-0.06 -0.01 -0.08
0.87 -0.29 -0.04
-0.27 0.40 -0.02
-0.09 0.27 0.18
-0.20 -0.19 -0.32
0.11 -0.02 0.32
0.08 0.06 0.03
-0.01 -0.04 -0.04
-0.10 -0.04 0.09
0.09 -0.11 0.06
0.03 0.13 0.05
-0.05 -0.03 -0.07
-1.44 0.50 -0.17
-0.03 -0.03 -0.08
0.44 -0.26 0.35
0.09 -0.05 0.04
-0.07 0.07 -0.04
0.09 -0.08 0.04
0.09 0.05 0.00
-0.08 -0.09 -0.14
0.00 -0.11 0.04
0.16 -0.09 0.16
-0.38 0.14 0.01
0.21 -0.71 -0.14
0.20 -0.14 -0.04

As for the SMILES: CCOC(=O)C1CCN(c2ccc([N+](=O)[O-])c(C(C)=O)c2)CC1. The calculation puts the LUMO energy at -0.23 eV. The calculation puts the HOMO energy at -8.3395 eV.



[2]
Formula: C28H22BiCl2N4O3Se2Te2
Source: the OMol25 dataset
Level of theory: ωB97M-V/def2-TZVPD

Element x y z (Å)
O1 2.185846 -2.551574 3.307060
C1 -2.550727 -0.166438 3.624440
H1 0.865579 -1.500989 -1.860096
H2 4.786983 -1.140653 -0.607294
H3 -1.567257 4.365066 3.736332
C2 -0.695098 -2.842587 3.348978
H4 2.400226 3.102432 -1.289105
N1 -2.352817 -1.232532 2.850014
C3 1.364572 -0.857072 -1.110304
C4 -2.049106 -2.442510 3.467395
C5 -0.349285 2.003313 1.666639
C6 -0.489405 3.248633 2.251159
H5 -3.969730 -2.907767 4.278482
C7 0.338581 1.014600 -5.040407
Cl1 -0.566755 -6.055670 5.702923
H6 -1.472334 -0.681125 -4.409567
H7 3.362813 1.625900 -1.363502
C8 -2.481127 -4.329859 4.877397
Te1 -6.453448 1.026859 -0.087992
C9 -1.440033 3.407142 3.251637
H8 1.365677 1.222619 -0.608141
O2 -3.023591 -0.104453 4.749697
C10 -1.977795 1.087213 3.005373
H9 -0.321620 0.669267 -5.825489
C11 -2.190342 2.312684 3.634081
C12 2.238624 2.230795 -4.328789
C13 1.437006 1.785411 -5.369240
H10 1.149664 1.537484 -7.477702
H11 -2.005294 0.557388 -3.254103
C14 -1.141308 -4.679090 4.832178
C15 0.741193 0.583383 -1.261693
H12 1.576140 3.179786 -6.990997
Cl2 -3.605312 -5.285636 5.778725
Se1 -2.927786 0.703355 -0.568224
H13 2.807645 1.922615 -7.012767
Te2 -4.755338 1.996124 -1.997603
C16 1.992926 1.883069 -3.009214
C17 0.902546 1.057852 -2.691886
C18 1.948273 -1.624667 1.133268
Se2 -4.392815 0.057741 1.139407
H14 -2.922525 2.352813 4.426208
C19 2.840232 -0.850441 -1.354179
C20 3.726225 -1.161506 -0.400880
O3 -0.538544 0.593805 -0.772788
H15 0.133648 4.068652 1.926631
H16 3.090050 2.860548 -4.550010
C21 3.285496 -1.562654 0.898994
C22 1.759806 2.123909 -6.795353
H17 0.359415 1.836016 0.874795
N2 1.013995 -1.323736 0.207486
N3 -1.077170 0.961601 2.032452
H18 -1.093827 -0.834678 -2.676605
H19 3.146126 -0.567368 -2.350773
H20 3.969927 -1.848139 1.678822
C23 -2.934108 -3.200849 4.208367
C24 -0.250049 -3.945691 4.068143
Bi1 -1.034822 -1.119110 0.793516
N4 0.085658 -2.124008 2.477004
H21 0.793889 -4.210680 4.038211
C25 1.433234 -2.141992 2.431395
H22 3.738877 2.978591 -2.438154
C26 2.929628 2.425903 -1.962298
C27 -1.196686 -0.139773 -3.504538
C28 0.055551 0.650678 -3.727517

Cartesian forces, eV/Å:
0.06 -0.07 0.07
-0.04 -0.29 -0.20
0.07 0.23 -0.02
0.11 0.06 -0.10
-0.07 0.04 0.02
-0.37 -0.44 0.62
0.03 0.03 0.08
0.16 0.22 -0.24
-0.14 0.47 -0.31
0.07 -0.22 0.31
0.29 0.70 -0.21
-0.06 -0.15 0.06
-0.04 0.06 0.04
0.12 0.05 0.01
0.19 -0.20 0.11
-0.05 0.00 0.00
0.05 0.10 0.05
0.07 0.00 0.00
0.02 -0.14 0.15
0.02 -0.11 -0.13
0.15 -0.09 -0.23
-0.10 0.14 0.29
0.17 0.67 0.68
-0.06 -0.06 -0.09
-0.04 -0.12 -0.13
-0.03 -0.02 -0.07
0.01 -0.05 0.07
-0.04 -0.01 -0.10
-0.03 -0.25 -0.02
-0.24 0.11 -0.15
0.45 -0.18 0.07
0.00 0.09 -0.09
-0.26 -0.07 0.14
-1.11 1.14 -1.38
0.07 0.00 -0.05
0.43 -0.20 0.32
0.04 0.07 -0.11
0.06 0.13 -0.01
1.26 0.01 -0.07
-1.54 -0.18 0.44
0.01 -0.03 0.04
0.19 -0.23 -0.04
-0.10 0.12 -0.48
0.20 -0.25 -0.09
0.05 0.00 -0.01
0.13 0.06 -0.04
-0.56 -0.13 0.66
-0.03 0.05 0.07
0.02 -0.03 -0.08
-0.03 -0.13 -0.10
-0.14 -0.43 0.09
-0.16 -0.02 -0.03
0.14 -0.01 -0.11
0.02 -0.06 0.09
0.12 -0.10 -0.01
0.06 0.03 -0.05
0.35 -0.44 0.15
0.03 0.41 -0.51
0.03 -0.05 0.02
-0.02 -0.24 0.40
0.01 0.04 0.01
0.00 -0.05 0.04
-0.08 0.00 0.18
0.10 0.01 -0.03

As for the net charge: -1. The calculation puts the LUMO energy at 0.43 eV. The calculation puts the HOMO energy at -4.4367 eV.



Number 1: largest force on an atom 0.0298 hartree/bohr. Number 2: largest force on an atom 0.0410 hartree/bohr.